Entry from the Open Molecules 2025 dataset: a cluster of 9 separate species, C41H96N4O9 in total (ωB97M-V/def2-TZVPD).

- charge = 0
- energy relative to the best compared isomer or geometry (same formula, charge and spin) (kJ/mol) = 279.1
- SMILES string = CC1(C)CCCC(C)(C)N1O.CC1(C)CCCC(C)(C)N1O.CC1(C)CCCC(C)(C)N1O.CC1(C)CCCC(C)(C)N1O.CO.CO.CO.CO.CO

Last column: Mulliken charge in e.
Element x y z (Å)
C -0.07 1.63 -0.28  -0.7876
O 0.46 0.81 0.68  0.1789
H -1.15 1.83 -0.31  0.1340
H 0.45 2.58 -0.26  0.4366
H 0.20 1.30 -1.29  0.1604
H 0.57 1.26 1.51  -0.2005
C 0.76 -1.60 -1.72  -1.3532
O -0.48 -1.76 -1.22  0.1350
H 1.35 -1.14 -0.93  0.6702
H 1.17 -2.48 -2.21  0.4614
H 0.49 -0.95 -2.55  0.1702
H -0.57 -1.03 -0.60  -0.1631
C -0.85 -6.76 -3.34  -0.4195
O -0.88 -7.04 -1.96  -0.5097
H -0.46 -5.76 -3.51  0.1149
H -0.17 -7.52 -3.74  0.2679
H -1.85 -6.79 -3.78  0.2120
H -0.40 -6.40 -1.43  0.2812
C 0.07 -4.37 0.28  -0.1254
O 0.46 -5.68 0.48  -0.5777
H -0.80 -4.43 -0.38  0.0917
H -0.14 -3.99 1.28  0.2226
H 0.88 -3.73 -0.07  0.1546
H 1.31 -5.79 0.90  0.2814
C 3.54 -2.71 -5.39  -0.2958
O 3.67 -1.62 -6.32  -0.5426
H 2.64 -2.66 -4.79  0.0906
H 3.53 -3.63 -5.98  0.2989
H 4.44 -2.71 -4.77  0.1481
H 4.11 -0.89 -5.87  0.2524
C -3.09 0.40 4.87  -1.3046
C -4.19 0.10 3.84  1.5152
C -4.25 1.37 2.83  -1.7123
C -3.17 1.34 1.74  0.8239
C -3.36 -0.03 0.97  -0.9512
C -3.13 -1.20 1.96  1.6097
N -4.05 -1.14 3.08  0.5915
O -4.12 -2.31 3.88  -0.4903
C -3.55 -2.48 1.10  -2.0079
C -1.62 -1.27 2.44  -0.2324
C -5.62 0.11 4.46  -1.9785
H -3.25 1.33 5.41  0.4219
H -2.09 0.34 4.45  -0.0608
H -3.26 -0.43 5.57  0.3909
H -5.24 1.42 2.36  0.3303
H -3.97 2.30 3.32  0.5006
H -2.24 1.47 2.28  -1.1191
H -3.31 2.25 1.16  0.5481
H -2.74 -0.13 0.08  0.1310
H -4.37 -0.05 0.58  0.5684
H -4.62 -2.54 0.92  0.4234
H -3.07 -2.51 0.12  0.1975
H -3.36 -3.39 1.67  0.4726
H -1.01 -1.60 1.61  -0.0011
H -1.25 -0.31 2.80  -0.7125
H -1.47 -1.89 3.32  0.4485
H -5.86 0.94 5.12  0.3781
H -5.89 -0.79 5.01  0.3756
H -6.37 0.01 3.68  0.4695
H -4.96 -2.70 3.62  0.3408
C -6.71 -0.14 -3.77  -1.8405
C -5.69 -1.20 -4.28  1.7619
C -6.06 -1.60 -5.69  -1.1475
C -4.93 -2.26 -6.59  -0.6826
C -3.62 -1.43 -6.49  -1.5573
C -3.17 -1.15 -5.04  2.4077
N -4.33 -0.66 -4.21  -0.0309
O -3.86 -0.33 -2.88  -0.2777
C -2.62 -2.45 -4.46  -1.4184
C -1.99 -0.16 -5.09  -2.0856
C -5.97 -2.44 -3.42  -1.7997
H -6.46 0.19 -2.76  0.3507
H -7.77 -0.39 -3.69  0.3883
H -6.67 0.74 -4.41  0.3928
H -6.86 -2.33 -5.77  0.4291
H -6.14 -0.61 -6.14  0.3599
H -5.13 -2.28 -7.66  0.4289
H -4.72 -3.28 -6.27  0.3332
H -3.88 -0.53 -7.06  0.3797
H -2.77 -1.83 -7.04  0.4572
H -2.26 -2.41 -3.43  -0.1165
H -3.41 -3.20 -4.38  0.2217
H -1.82 -2.88 -5.06  0.4799
H -2.24 0.70 -5.72  0.4494
H -1.67 0.20 -4.12  0.2580
H -1.11 -0.55 -5.59  0.4146
H -5.55 -2.25 -2.44  0.2665
H -5.44 -3.34 -3.75  0.3729
H -7.04 -2.61 -3.35  0.5081
H -3.62 -1.16 -2.47  0.2801
C 6.08 1.09 1.09  -1.5228
C 5.53 2.01 -0.06  1.6318
C 6.68 2.60 -0.83  -1.3030
C 7.33 1.68 -1.85  -0.6553
C 6.38 1.27 -2.88  -1.1506
C 5.07 0.59 -2.24  1.5325
N 4.59 1.38 -1.09  -0.2638
O 3.38 0.90 -0.49  0.1015
C 4.03 0.75 -3.41  -1.0535
C 5.34 -0.92 -1.95  -1.4809
C 4.72 3.13 0.62  -1.7435
H 6.72 1.56 1.83  0.4713
H 6.71 0.26 0.76  0.3678
H 5.27 0.71 1.72  0.1893
H 6.38 3.53 -1.31  0.4113
H 7.50 2.92 -0.18  0.4243
H 7.80 0.88 -1.28  0.3028
H 8.12 2.26 -2.34  0.4004
H 6.85 0.47 -3.46  0.4061
H 6.12 2.05 -3.60  0.4277
H 3.00 0.40 -3.32  0.1796
H 4.00 1.81 -3.69  0.5211
H 4.26 0.14 -4.28  -0.2691
H 5.93 -1.14 -1.06  0.2341
H 4.35 -1.35 -1.84  0.2796
H 5.89 -1.46 -2.72  0.3361
H 4.02 2.56 1.22  0.1639
H 4.12 3.65 -0.13  0.4673
H 5.33 3.81 1.21  0.3862
H 3.56 0.10 0.00  0.2848
C 3.01 1.09 6.20  -2.1603
C 2.69 2.22 5.25  1.6251
C 1.57 1.53 4.32  -1.0428
C 0.71 2.51 3.54  2.4269
C 0.05 3.65 4.36  -1.7216
C 1.20 4.35 5.20  1.5787
N 2.03 3.36 5.87  0.3762
O 2.76 3.90 6.92  -0.4961
C 1.97 5.39 4.35  -1.6015
C 0.48 5.27 6.28  -2.0173
C 3.94 2.64 4.42  -1.3609
H 3.87 1.14 6.87  0.4009
H 3.14 0.17 5.63  0.4010
H 2.24 0.81 6.93  0.4571
H 2.01 0.80 3.64  0.5360
H 0.84 1.02 4.94  0.4613
H -0.06 1.86 3.13  -2.1805
H 1.20 3.01 2.71  0.2407
H -0.80 3.33 4.96  0.3260
H -0.48 4.30 3.66  0.5019
H 2.98 5.51 4.77  0.3205
H 2.05 4.87 3.40  0.2200
H 1.41 6.32 4.25  0.4485
H 1.14 5.99 6.75  0.3757
H -0.35 5.86 5.89  0.4279
H 0.10 4.64 7.09  0.4843
H 4.41 1.70 4.14  0.3805
H 4.63 3.23 5.03  0.3468
H 3.58 3.34 3.66  0.0998
H 2.37 3.56 7.73  0.3299

=====

Entry from the Open Molecules 2025 dataset: a structure of composition C41H99AgF6N5O15 (ωB97M-V/def2-TZVPD).

- charge = +3
- energy relative to the best compared isomer or geometry (same formula, charge and spin) (kJ/mol) = 127.1

Last column: Mulliken charge in e.
Element x y z (Å)
Ag 0.70 2.06 4.27  0.3755
C -4.91 -2.73 -2.69  -0.0245
O -3.79 -2.93 -1.77  -0.0073
O -4.32 -2.66 -3.89  -0.9221
C -5.97 -3.86 -2.53  0.5908
F -5.54 -5.07 -2.14  -0.2044
F -6.81 -3.45 -1.54  -0.3003
F -6.71 -3.99 -3.63  -0.2597
C -4.00 -2.73 -0.38  -0.6642
C -2.94 -3.42 0.49  0.7539
H -2.64 -4.38 0.08  -0.7759
H -2.03 -2.82 0.63  -0.4263
H -3.41 -3.45 1.48  0.3631
H -4.95 -3.17 -0.08  0.6334
H -4.05 -1.65 -0.17  -0.0448
H -5.29 -1.73 -2.46  0.2258
C 2.07 6.85 -2.44  -0.5373
O 2.26 5.75 -1.54  0.6548
O 1.02 6.58 -3.24  -1.0525
C 1.99 8.20 -1.70  0.4631
F 1.40 9.17 -2.40  -0.2916
F 1.27 8.14 -0.53  -0.2460
F 3.23 8.64 -1.37  -0.2901
C 3.55 5.49 -1.06  -1.0676
C 3.53 4.19 -0.25  -0.1229
H 3.15 3.36 -0.86  -0.0561
H 4.53 3.95 0.10  0.3757
H 2.81 4.29 0.56  -0.0825
H 3.91 6.29 -0.41  0.4417
H 4.27 5.34 -1.87  0.4733
H 2.99 6.88 -3.06  0.5123
C 1.40 1.67 0.67  0.7911
C -0.11 1.42 0.93  3.6533
C -0.61 0.19 0.16  -0.7640
O -0.41 1.43 2.29  -0.6611
H 1.68 1.61 -0.38  -0.3641
H 2.01 0.98 1.26  -2.0332
H 1.66 2.65 1.07  -0.0412
H -0.65 2.26 0.47  -0.8969
H 0.12 -0.63 0.16  0.0728
H -0.75 0.36 -0.91  -0.0969
H -1.50 -0.30 0.56  -0.1028
C 2.39 -1.41 -2.01  -0.4957
O 1.07 -1.94 -2.02  -0.3287
C 0.22 -1.24 -2.89  -0.1103
C -1.22 -1.72 -2.73  -0.5285
N -1.36 -3.17 -3.24  0.4455
H -2.37 -3.33 -3.05  -0.0909
H -1.27 -3.09 -4.25  0.5071
C -0.42 -4.23 -2.73  -0.4425
C -0.90 -5.63 -3.18  -0.7908
O -2.27 -5.82 -2.99  -0.2148
C -2.69 -6.64 -1.94  -0.5695
H 2.89 -1.66 -2.95  0.4054
H 2.93 -1.89 -1.19  0.3119
H 2.35 -0.33 -1.89  -0.0997
H 0.59 -1.33 -3.92  0.7826
H 0.30 -0.16 -2.71  -0.2555
H -1.90 -1.13 -3.34  0.5083
H -1.56 -1.75 -1.70  -0.1744
H -0.44 -4.12 -1.65  0.2180
H 0.51 -3.96 -3.20  0.4720
H -0.27 -6.44 -2.80  0.3579
H -0.73 -5.51 -4.25  0.3799
H -3.76 -6.79 -2.07  0.2587
H -2.54 -6.28 -0.92  0.0318
H -2.34 -7.67 -2.04  0.4397
C -4.11 1.84 -0.31  -0.5572
O -3.93 2.75 0.77  -0.3945
C -3.88 2.22 2.07  -0.0383
C -3.19 3.13 3.07  -0.7985
N -2.03 3.82 2.43  0.4576
H -1.31 3.11 2.22  -0.3054
H -2.27 4.22 1.51  0.5359
C -1.28 4.89 3.24  -0.5683
C -0.36 5.70 2.35  -0.0012
O -0.97 6.00 1.13  -0.3320
C -0.07 6.69 0.24  -1.0323
H -3.18 1.36 -0.63  -0.1152
H -4.44 2.38 -1.19  0.3627
H -4.82 1.07 0.00  0.4072
H -3.26 1.32 2.02  -0.0039
H -4.91 2.03 2.39  0.4579
H -2.81 2.59 3.94  0.2728
H -3.87 3.89 3.46  0.5099
H -0.72 4.42 4.05  0.0568
H -2.07 5.45 3.74  0.5366
H 0.58 5.15 2.20  -0.0451
H -0.07 6.58 2.94  0.4705
H -0.60 6.78 -0.70  0.2960
H 0.88 6.20 0.05  0.2180
H 0.10 7.70 0.62  0.5197
C 3.43 0.84 -6.30  -0.8636
O 2.70 1.55 -5.29  -0.1471
C 3.40 2.72 -4.89  -0.9168
C 2.47 3.59 -4.02  0.1257
N 1.18 3.95 -4.72  0.1496
H 0.83 4.76 -4.19  0.1803
H 1.33 4.33 -5.65  0.4646
C 0.10 2.90 -4.71  -1.1106
C -0.45 2.71 -3.31  0.6324
O -1.05 3.97 -3.00  -0.5472
C -1.39 4.16 -1.63  -0.0340
H 3.73 1.55 -7.08  0.3608
H 2.80 0.14 -6.83  0.2845
H 4.23 0.25 -5.85  0.3046
H 3.59 3.27 -5.82  0.5341
H 4.32 2.57 -4.32  0.3675
H 3.00 4.55 -4.00  0.1706
H 2.26 3.21 -3.03  -0.2832
H 0.51 1.94 -5.04  0.3488
H -0.65 3.25 -5.41  0.4824
H 0.28 2.41 -2.55  -0.5266
H -1.29 2.01 -3.32  0.6339
H -2.08 3.37 -1.30  -0.0238
H -1.93 5.11 -1.65  0.4901
H -0.46 4.24 -1.06  -0.1267
C -0.81 -2.25 2.94  -0.7018
O -0.99 -3.60 3.31  -0.4580
C -1.95 -3.75 4.34  -0.2912
C -2.10 -5.21 4.62  -0.8954
N -2.19 -6.04 3.36  -0.0404
H -3.11 -5.88 2.95  0.4050
H -1.49 -5.66 2.71  0.4602
C -1.95 -7.49 3.61  -0.6705
C -1.90 -8.31 2.29  -0.5447
O -1.05 -7.54 1.45  -0.3342
C -0.59 -8.29 0.36  -0.9022
H -0.26 -1.76 3.76  0.1829
H -1.72 -1.69 2.75  0.5400
H -0.16 -2.16 2.07  0.1527
H -2.88 -3.32 3.94  0.3647
H -1.68 -3.23 5.26  0.3622
H -2.95 -5.57 5.20  0.4440
H -1.24 -5.60 5.17  0.3888
H -2.78 -7.85 4.22  0.3865
H -1.05 -7.60 4.21  0.4103
H -2.89 -8.25 1.84  0.3763
H -1.48 -9.29 2.51  0.4068
H -0.07 -9.21 0.62  0.3977
H 0.03 -7.73 -0.35  0.2700
H -1.40 -8.57 -0.33  0.3402
C 1.12 -0.50 6.47  -0.7461
O 1.77 -0.20 5.25  -0.0442
C 2.60 -1.24 4.78  -0.8003
C 3.49 -0.77 3.66  -0.0394
N 4.39 0.36 4.19  -0.1658
H 3.84 1.19 4.42  0.3886
H 4.79 0.06 5.08  0.3755
C 5.52 0.79 3.25  -1.2773
C 5.06 1.08 1.84  0.1782
O 5.09 -0.08 1.03  -0.3527
C 5.07 0.22 -0.33  -0.4782
H 0.42 -1.34 6.45  0.2273
H 0.54 0.38 6.75  0.2697
H 1.75 -0.65 7.35  0.3357
H 1.96 -2.11 4.59  0.3473
H 3.26 -1.69 5.53  0.4253
H 2.93 -0.36 2.82  -0.3285
H 4.15 -1.51 3.21  0.4894
H 6.28 0.02 3.32  0.3665
H 5.84 1.72 3.72  0.4782
H 5.88 1.69 1.43  0.6014
H 4.17 1.71 1.75  0.0795
H 4.15 0.76 -0.59  0.0077
H 5.08 -0.69 -0.92  0.3144
H 5.91 0.82 -0.70  0.3758